Entry 1:
66
Properties=species:S:1:pos:R:3:nbo_charge:R:1 method="wB97M-V/def2-TZVPD" homo_ha=-0.1260 charge=-1 fmax_ev_per_a=5.3 lumo_energy_ev=2.182 orbital_gap_ev=5.61
O 3.639 -1.188 1.420 -0.55
C 2.622 -1.580 1.827 0.49
Co 0.916 -1.377 2.424 -0.09
C 1.081 0.291 3.006 0.59
O 1.167 1.360 3.459 -0.53
C -0.139 -1.351 1.030 0.50
O -1.008 -1.272 0.249 -0.56
C 0.568 -2.627 3.675 -0.58
C -0.552 -1.944 3.276 0.11
C -1.853 -1.589 3.450 -0.50
C -2.955 -2.259 2.821 0.07
C -4.277 -1.868 3.168 -0.26
C -5.375 -2.496 2.598 -0.21
C -5.204 -3.519 1.649 -0.28
C -3.906 -3.903 1.283 -0.19
C -2.791 -3.300 1.870 -0.28
Co 1.659 -3.832 2.489 -0.03
C 3.369 -4.165 2.321 0.47
O 4.475 -4.498 2.265 -0.54
C 1.008 -4.177 0.879 0.45
O 0.667 -4.455 -0.192 -0.55
C 1.342 -5.356 3.280 0.57
O 1.185 -6.363 3.831 -0.53
H 0.892 -2.754 4.722 0.23
H -2.110 -0.825 4.194 0.23
H -4.393 -1.060 3.903 0.20
H -6.381 -2.199 2.892 0.20
H -6.077 -4.020 1.213 0.20
H -3.758 -4.688 0.540 0.20
H -1.775 -3.624 1.606 0.21
C -1.825 1.629 -2.514 -0.40
N -1.061 2.276 -1.477 -0.43
C 0.103 1.663 -0.858 0.11
H -0.218 0.880 -0.106 0.20
C 1.068 1.079 -1.881 0.05
C 1.625 1.898 -2.881 -0.23
C 2.490 1.365 -3.833 -0.18
C 2.812 0.014 -3.786 -0.17
C 3.740 -0.545 -4.840 0.98
F 4.423 -1.645 -4.404 -0.33
F 3.052 -0.928 -5.967 -0.33
F 4.677 0.372 -5.243 -0.33
C 2.261 -0.819 -2.819 -0.16
C 1.397 -0.273 -1.867 -0.22
N 0.655 2.786 -0.123 -0.42
C 1.940 2.724 0.527 -0.40
C -0.013 3.952 -0.401 0.14
C -1.088 3.630 -1.260 0.22
C -1.814 4.617 -1.919 -0.31
C -1.406 5.941 -1.723 -0.25
C -0.327 6.258 -0.865 -0.24
C 0.373 5.270 -0.179 -0.28
H -2.821 2.085 -2.560 0.21
H -1.340 1.719 -3.499 0.18
H -1.905 0.566 -2.282 0.22
H 1.394 2.965 -2.932 0.23
H 2.916 2.002 -4.608 0.23
H 2.504 -1.881 -2.809 0.24
H 0.967 -0.914 -1.097 0.23
H 2.031 3.575 1.212 0.21
H 2.009 1.787 1.088 0.21
H 2.759 2.734 -0.207 0.18
H -2.646 4.329 -2.561 0.21
H -1.928 6.748 -2.239 0.20
H -0.047 7.307 -0.736 0.20
H 1.206 5.473 0.502 0.21


Entry 2:
72
Properties=species:S:1:pos:R:3:lowdin_spin:R:1 method="wB97M-V/def2-TZVPD" homo_ha="-0.3834 / -0.3834" multiplicity=2 charge=+1 fmax_ev_per_a=4.2 lumo_energy_ev="-5.024 / -5.959" relative_energy_kj_mol=92.1 orbital_gap_ev="5.41 / 4.47"
Ti 0.046 0.149 0.424 0.06
O 0.591 -0.941 4.638 0.07
C 0.774 -0.614 3.454 0.02
N -0.205 -0.515 2.493 0.16
C -1.514 -0.784 2.826 0.14
C -2.014 -1.466 3.966 0.01
C -3.382 -1.654 4.065 0.09
C -4.267 -1.063 3.177 0.11
C -3.812 -0.508 2.037 0.00
C -2.398 -0.334 1.839 0.19
N -1.866 0.187 0.701 0.10
C -2.640 0.134 -0.472 0.01
O -3.454 -0.743 -0.698 0.02
C -2.512 1.251 -1.388 0.00
C -3.484 1.274 -2.420 0.00
C -3.310 2.224 -3.398 0.00
C -2.269 3.144 -3.283 0.00
C -1.459 3.098 -2.150 0.00
N -1.525 2.109 -1.291 0.00
C 2.172 -0.459 3.114 0.00
C 3.146 -0.902 4.078 0.00
C 4.470 -0.860 3.812 0.00
C 4.847 -0.392 2.558 0.00
C 3.844 -0.033 1.675 0.00
N 2.526 -0.035 1.900 0.00
H -1.304 -1.815 4.722 0.00
H -3.737 -2.288 4.938 0.00
H -5.341 -1.133 3.387 0.00
H -4.512 -0.285 1.236 0.00
H -4.307 0.537 -2.347 0.00
H -3.989 2.321 -4.223 0.00
H -2.214 3.913 -4.043 0.00
H -0.666 3.835 -2.052 0.00
H 2.760 -1.295 5.023 0.00
H 5.213 -1.101 4.577 0.00
H 5.875 -0.409 2.176 0.00
H 4.123 0.271 0.663 0.00
O -1.580 -1.943 -3.149 0.00
C -0.511 -1.871 -3.954 0.00
C -0.513 -2.591 -5.190 0.00
C 0.544 -2.489 -6.086 0.00
C 1.581 -1.631 -5.757 0.00
C 1.649 -0.969 -4.527 0.00
C 0.570 -1.069 -3.664 0.00
C 0.536 -0.334 -2.376 0.00
O -0.370 -0.510 -1.494 0.00
N 1.518 0.520 -2.198 0.00
N 1.374 0.992 -0.967 0.00
C 2.037 2.099 -0.600 0.00
C 1.544 2.727 0.527 0.00
C 2.094 3.930 1.034 0.00
C 1.431 4.554 2.073 0.00
C 0.275 3.942 2.607 0.00
C -0.174 2.792 2.108 0.00
N 0.440 2.145 1.054 0.00
H -1.214 -1.512 -2.339 0.00
H -1.356 -3.172 -5.540 0.00
H 0.533 -3.037 -7.015 0.00
H 2.422 -1.452 -6.489 0.00
H 2.506 -0.349 -4.217 0.00
H 2.821 2.528 -1.207 0.00
H 3.054 4.280 0.663 0.00
H 1.709 5.585 2.367 0.00
H -0.181 4.429 3.485 0.00
H -0.974 2.225 2.569 0.00
F -1.019 -3.351 0.361 0.00
P 0.570 -3.731 0.409 0.00
F 0.476 -5.304 0.319 0.00
F 2.155 -3.494 0.397 0.00
F 0.784 -1.597 0.276 0.01
F 0.541 -3.564 -1.205 0.00
F 0.521 -3.593 2.015 0.00